# 1
DFT (ωB97M-V with the def2-TZVPD basis set) results for 2 unconnected molecules or ions with the total composition C5H9NO2 at a distorted geometry.

The geometry in XYZ format:
```
17
C5H9NO2 (ωB97M-V with the def2-TZVPD basis set)
O 1.719 -1.903 -0.278
O -0.791 3.212 -0.725
N 0.007 -2.418 1.115
C -1.313 1.094 0.173
C -0.130 0.281 0.022
C 1.072 -2.728 0.382
C -1.590 2.472 -0.201
C 1.029 0.897 -0.799
H 0.239 0.136 1.061
H 1.361 -3.789 0.261
H -2.130 0.573 0.668
H 1.253 1.876 -0.376
H 1.930 0.310 -0.878
H 0.650 1.138 -1.796
H -2.605 2.823 0.028
H -0.396 -0.739 -0.300
H -0.306 -3.236 1.643
```

Values from the calculation:
Maximum force = 2.92 eV/A
E_HOMO = -7.8 eV
Kohn-Sham gap = 0.1357 Ha
ΔE to the lowest compared entry with this formula, charge and spin = 145.79 kcal/mol
E_LUMO = -4.13 eV
E = -400.94443 hartree

---

# 2
DFT (ωB97M-V with the def2-TZVPD basis set) results for 2 unconnected molecules or ions with the total composition C5H9NO2 at a distorted geometry.

The geometry in XYZ format:
```
17
C5H9NO2 (ωB97M-V with the def2-TZVPD basis set)
O 1.344 -2.249 0.572
O -0.206 -1.815 2.246
N -0.162 2.411 -0.987
C 0.368 0.101 -1.043
C -0.870 -0.495 -0.425
C 0.773 1.458 -0.518
C 0.941 -2.217 1.754
C -2.013 0.190 -0.173
H 0.943 1.458 0.592
H -2.147 1.369 -0.224
H -2.911 -0.392 0.046
H -0.824 -1.567 -0.008
H 1.130 -0.630 -0.700
H 1.631 -2.594 2.551
H 1.669 1.629 -1.082
H 0.373 0.021 -2.131
H -0.040 3.325 -0.468
```

Values from the calculation:
Charge = +1
Multiplicity = 2
Maximum force = 3.46 eV/A
E_HOMO (spin up / spin down) = -14.6 / -14.6 eV
Kohn-Sham gap (spin up / spin down) = 0.2563 / 0.2186 Ha
ΔE to the lowest compared entry with this formula, charge and spin = 170.10 kcal/mol
E_LUMO (spin up / spin down) = -7.64 / -8.70 eV
E = -400.60994 hartree

---

- Which of these has the highest ΔE to the lowest compared entry with this formula, charge and spin?
  number 2

---

- Number 1 is which compound?
  C5H9NO2